DFT (ωB97M-V/def2-TZVPD) results for 2 unconnected molecules or ions with the total composition C4H8NS.

Structure (XYZ):
```
14
Properties=species:S:1:pos:R:3:forces:R:3:nbo_charge:R:1
C 1.853026 -0.115773 0.658829 0.063 0.068 -0.670 0.001
C 1.803401 1.185709 0.222677 1.902 0.315 2.271 -0.311
C 0.911175 -0.922957 -0.167987 1.627 1.115 0.725 -0.321
C 0.797826 1.277191 -0.756456 -0.568 -0.655 -1.720 0.209
N 0.391346 0.030722 -1.074886 -0.946 1.990 0.612 -0.431
S -2.675346 -0.336828 0.393866 -1.642 0.577 0.047 -0.380
H 2.507513 -0.630628 1.368110 -0.187 0.656 -0.112 0.262
H 2.481323 2.024088 0.618761 -1.472 -1.335 -0.824 0.289
H 1.483680 -1.609676 -0.754235 0.435 -1.079 -0.180 0.281
H 0.161919 -1.405996 0.427526 -0.608 -0.446 0.137 0.285
H 0.498585 2.250007 -1.248837 0.009 -1.621 0.375 0.277
H -3.903721 0.248279 0.045320 1.364 -0.580 0.223 0.200
H -0.417526 -0.319372 -1.566581 -0.244 0.978 -0.622 0.454
H -3.183658 -0.721623 1.586187 0.268 0.014 -0.261 0.184
```
Forces are in eV/Å.

Properties
HOMO energy in eV: -13.31
Calculated total energy in eV: -16595.1865
Charge: +1
Frontier orbital gap in Ha: 0.2915
Strongest force on any atom in eV/Å: 2.98
LUMO level in eV: -5.38



DFT (ωB97M-V/def2-TZVPD) results for a molecular structure, C9H17B4FNO4P.

Structure (XYZ):
```
37
Properties=species:S:1:pos:R:3:forces:R:3:nbo_charge:R:1
C 0.331950 1.918271 -0.716264 -0.100 0.113 0.185 -0.609
C 0.949848 0.928476 -1.684470 -0.516 -0.121 -0.201 -0.664
P 1.051621 -0.757575 -0.948872 1.093 -0.533 0.916 0.449
C 1.570778 -1.866008 -2.349149 -0.493 0.502 0.396 -0.900
B -0.777057 -1.304816 -0.667143 -0.067 -1.060 -0.525 0.883
O -1.438283 -1.246617 0.540441 0.433 1.026 -0.129 -0.899
B -2.573038 -0.460642 0.385264 -0.455 -0.353 0.968 0.977
O -3.296423 -0.505090 -0.770738 0.288 0.829 -0.323 -0.877
B -2.554366 -0.795318 -1.910614 -0.926 -1.061 -0.135 0.842
B -2.695302 -0.006912 -3.417041 -0.468 0.103 -0.565 0.810
N -3.358888 1.278832 -3.612436 0.415 -0.519 -0.207 -1.111
O -2.074807 -0.613493 -4.511550 1.098 0.731 0.253 -0.929
O -1.548984 -1.740472 -1.747522 0.587 0.908 -0.200 -0.897
H -0.568527 1.542013 -0.234796 -0.185 -0.090 0.014 0.191
H 0.061500 2.842298 -1.210471 -0.039 0.234 -0.160 0.219
H 1.028581 2.161897 0.075790 0.149 0.002 0.239 0.223
H 0.420807 0.928796 -2.636641 -0.203 -0.040 -0.162 0.192
H 1.959613 1.250650 -1.904495 0.339 -0.104 -0.081 0.233
H 1.758169 -1.267557 -3.229905 0.162 0.048 -0.314 0.222
H 0.781624 -2.571285 -2.566223 -0.142 -0.243 -0.182 0.240
H 2.463163 -2.389451 -2.043236 0.266 -0.141 -0.095 0.234
H -2.853326 0.287439 1.262182 -0.241 -0.092 0.105 -0.100
H -2.889566 1.746613 -4.384907 -0.321 -0.012 -0.208 0.373
H -4.319110 1.123403 -3.913473 -0.172 0.378 0.486 0.401
H -1.138447 -0.352550 -4.603491 -0.527 -0.549 -0.126 0.503
F 2.171789 2.256398 5.248518 0.003 0.021 0.009 -0.328
C 1.906278 1.119140 4.572583 -0.030 -0.133 -0.082 0.397
C 2.615062 -0.023129 4.881249 0.133 -0.010 0.130 -0.291
C 2.335219 -1.190318 4.184895 -0.076 0.044 -0.060 -0.194
C 1.365094 -1.197836 3.193259 -0.002 -0.086 -0.011 -0.216
C 0.666851 -0.036733 2.897260 0.099 0.058 0.130 -0.191
C 0.933694 1.133441 3.593306 -0.086 0.130 -0.053 -0.292
H 3.371895 0.006445 5.653557 -0.013 0.024 0.009 0.227
H 2.878448 -2.095954 4.418410 0.025 -0.002 0.011 0.214
H 1.152857 -2.107935 2.648785 -0.001 0.007 -0.027 0.216
H -0.085237 -0.043769 2.123977 -0.047 -0.018 -0.024 0.226
H 0.396521 2.049349 3.383961 0.020 0.012 0.017 0.225
```
Forces are in eV/Å.

Properties
HOMO energy in eV: -8.37
Calculated total energy in eV: -34007.8108
Frontier orbital gap in Ha: 0.3048
Strongest force on any atom in eV/Å: 1.52
LUMO level in eV: -0.08